[1]
C3H7N4P3 | ωB97M-V/def2-TZVPD

The geometry in XYZ format:
```
17
Properties=species:S:1:pos:R:3:forces:R:3:lowdin_charge:R:1
P 3.28047 -1.21286 0.76413 -2.885 0.714 -1.386 0.6477
P 0.99926 -0.27797 -1.05953 0.296 0.264 -0.619 0.7589
H -1.31831 -1.67710 -1.01288 -0.330 0.181 -0.394 0.0936
H -0.41954 -0.79818 1.24822 1.505 -1.880 0.448 -0.0139
C -1.68511 -0.66085 -1.19836 -0.728 -0.281 -0.014 -0.2247
H -2.59654 0.85508 -0.01143 0.665 0.644 -0.027 0.1222
N 3.89170 0.25537 0.39297 -0.407 2.353 -0.094 -0.6743
N 1.77854 -1.19733 0.13317 0.048 -0.408 0.664 -0.6264
H -2.41741 -0.46387 -2.00549 0.275 -0.643 0.678 0.1079
H -2.30561 -0.77583 1.71143 2.171 -0.013 -0.250 0.1069
C -1.68374 0.25363 0.00311 -0.941 -0.663 -0.752 -0.3836
H 1.01486 2.04795 -0.96641 0.572 -0.276 0.700 0.0378
H -1.14662 0.60411 2.17489 -0.229 -2.074 -2.130 0.1245
N 1.59485 1.30262 -0.54378 -0.105 0.383 -0.503 -0.4970
C -1.31292 -0.29389 1.35671 -3.375 3.648 1.947 -0.0857
N -0.72594 0.39990 -1.10567 2.284 -0.342 1.522 -0.2507
P 3.05207 1.63922 0.11892 1.185 -1.609 0.211 0.7566
```
Positions in Å, forces in eV/Å.

Results
- LUMO level (eV) = -1.04
- energy relative to the best compared isomer or geometry (same formula, charge and spin) (eV) = 0.310
- HOMO level (eV) = -8.34
- Kohn-Sham gap (eV) = 7.295
- total charge = 0
- total energy (eV) = -37049.7106
- SMILES string = C[C@@H]1CN1P1N=PN=PN1

[2]
H4N4O | ωB97M-V/def2-TZVPD

The geometry in XYZ format:
```
9
Properties=species:S:1:pos:R:3:forces:R:3:lowdin_charge:R:1
H 0.66790 -0.14328 -1.53632 0.259 0.312 -0.457 0.1014
H -1.32156 -0.57877 0.46091 1.803 -0.569 0.331 0.1240
H 0.84273 0.04902 1.66349 -0.076 2.413 0.548 0.0462
N -0.31149 -0.82537 0.26527 -3.233 0.801 -4.086 -0.2051
O -0.76764 2.18798 -1.49029 -0.504 -1.461 0.871 -0.0432
N -0.05560 0.08376 -0.87959 -3.147 1.625 3.070 -0.0319
N 0.52818 -0.79297 1.28797 2.792 -2.370 0.810 -0.0404
N -0.99027 1.27554 -0.74697 3.152 -0.781 -1.725 -0.0490
H 1.40774 -1.25591 0.97553 -1.047 0.029 0.638 0.0981
```
Positions in Å, forces in eV/Å.

Results
- LUMO level (eV) = 0.30
- energy relative to the best compared isomer or geometry (same formula, charge and spin) (eV) = 1.126
- HOMO level (eV) = -9.16
- Kohn-Sham gap (eV) = 9.452
- total charge = 0
- total energy (eV) = -8067.7544
- SMILES string = NNNN=O

[3]
C5H4N2 | ωB97M-V/def2-TZVPD

The geometry in XYZ format:
```
11
Properties=species:S:1:pos:R:3:forces:R:3:lowdin_charge:R:1
N -0.11446 -0.87116 -2.58366 0.167 0.423 1.005 0.1696
C 0.11237 -0.33088 -1.58261 -0.228 -0.348 -0.770 -0.2285
H -0.90982 0.98899 -0.17658 -0.172 -0.069 0.181 0.2031
C -0.56245 -0.53931 1.00071 -0.666 0.319 -0.229 -0.0689
C -1.70144 -0.06630 0.67630 0.588 -0.203 0.025 0.0493
N 1.81329 0.17752 0.00982 0.215 -0.147 -0.114 0.0975
H 0.79261 0.89920 1.70154 -0.032 -0.147 -0.042 0.1467
H 2.13440 -0.70816 -0.38246 -0.045 0.065 0.007 0.1104
C 0.50198 0.52126 -0.47988 0.145 -0.008 -0.278 -0.2668
C 0.69463 0.10110 0.97224 -0.174 0.165 0.240 -0.2679
H -2.76112 -0.17227 0.84458 0.202 -0.050 -0.024 0.0555
```
Positions in Å, forces in eV/Å.

Results
- LUMO level (eV) = -1.02
- energy relative to the best compared isomer or geometry (same formula, charge and spin) (eV) = 8.463
- HOMO level (eV) = -9.66
- Kohn-Sham gap (eV) = 8.644
- total charge = 0
- total energy (eV) = -8221.0304

[4]
C20H36Cl2N2O4PW | ωB97M-V/def2-TZVPD

The geometry in XYZ format:
```
66
Properties=species:S:1:pos:R:3:forces:R:3:lowdin_charge:R:1
H -1.84696 2.11510 -4.06581 -0.038 0.224 -0.144 0.1219
H 1.07393 6.95051 -2.23555 0.182 -0.038 -0.030 0.1287
O 0.24030 -2.09159 -0.73809 -1.623 2.031 0.063 -0.1357
H -3.13044 1.47389 -3.04390 0.053 0.064 -0.090 0.1162
C -0.02675 0.57331 -2.03426 -1.840 0.557 -3.006 -0.3064
H -3.79180 -0.39419 1.13920 -0.223 -0.028 0.115 0.1183
H -3.73779 -4.12068 2.35991 -0.027 0.260 -0.012 0.1217
C 1.50287 -1.99081 -0.73156 1.127 -2.039 -0.310 -0.2553
C 1.59587 3.72991 -3.16631 0.175 -0.253 -0.322 -0.0125
Cl -2.52125 -1.54878 -1.76327 0.524 1.900 0.901 0.4200
H -5.88141 -2.46509 2.14266 0.266 0.035 0.148 0.1184
O 2.72295 1.26590 -1.13012 -3.375 0.286 -0.502 0.1453
C -3.24205 -3.27075 2.84394 0.410 -0.596 0.408 0.0047
H -1.12398 2.43072 -1.71137 -0.395 -0.183 0.435 0.1093
H -0.34239 -1.16332 -3.18661 0.294 -0.059 -0.160 0.0667
C 1.17598 5.87542 -2.15444 -0.374 -0.393 -0.029 -0.0065
H 1.75264 5.58272 -4.23075 -0.066 -0.063 0.367 0.1340
H 0.68289 3.32615 0.08784 0.200 0.358 -0.058 0.0991
Cl -1.83042 1.70384 0.81781 0.048 -1.324 -1.424 0.3813
H 1.98780 -1.06591 -0.46266 0.363 0.243 0.076 0.1100
H 1.23138 -2.35882 3.15115 -0.065 0.021 0.002 0.0661
H -0.98921 -0.74917 3.96170 -0.137 -0.133 -0.001 0.0571
H 0.65590 -4.12596 -1.84735 0.175 -0.005 0.064 0.0987
H -5.47995 -0.76299 2.46813 -0.085 -0.148 0.142 0.1015
W -1.29248 -0.01193 -0.59978 1.622 -4.351 6.016 1.3962
H 1.72593 -1.44556 4.58867 0.005 0.015 0.042 0.0802
C 1.53397 5.10999 -3.27115 -0.061 0.484 -0.014 -0.0156
H 1.58798 2.29703 2.73989 0.056 -0.099 0.108 0.0618
H 3.02309 1.23653 2.81516 -0.171 0.089 0.045 0.0754
C 1.75380 -1.46754 3.49887 0.338 -0.216 -0.027 -0.1439
H 4.13772 -3.30553 -1.94099 -0.137 0.073 0.028 0.1120
C 1.62567 -4.30196 -1.37901 -0.348 -0.870 -0.189 -0.0018
C -2.08890 1.33430 -3.35020 -0.453 0.340 -0.850 -0.0708
H 0.28833 0.24606 -4.14431 0.186 -0.511 0.870 0.1401
H 2.07512 1.55423 4.29322 0.082 0.068 -0.144 0.0780
H -3.38389 -3.37501 3.91818 0.037 -0.003 0.025 0.1122
H 2.79911 -1.52348 3.18678 -0.067 0.001 -0.007 0.0718
H 4.08333 -3.71818 -0.22843 -0.096 0.085 0.006 0.1145
H 1.47669 -4.91757 -0.48954 -0.005 0.021 -0.011 0.1184
H -1.97696 0.38390 -3.84457 -0.133 -0.293 -0.201 0.0670
H 2.26809 -4.85118 -2.06425 -0.013 0.031 -0.021 0.1122
H -0.26263 0.65538 4.74573 -0.113 0.074 0.116 0.0772
C 0.91503 3.86561 -0.83309 0.130 0.201 0.018 -0.0380
N -3.82616 -2.01840 2.41855 0.376 0.994 -1.893 -0.1473
H -5.40431 -1.96407 3.78442 0.041 0.079 -0.161 0.1149
H -2.17802 -3.30607 2.61135 -0.169 0.088 0.019 0.0925
C -1.22497 1.43147 -2.16541 2.837 -0.635 0.206 -0.3954
C 0.83247 5.25229 -0.94745 -0.025 -0.317 0.012 -0.0218
H 1.93485 1.27942 -2.88199 -0.798 -0.256 0.078 0.1464
P 0.98424 -0.00311 2.84894 0.169 0.497 1.201 0.5466
H 4.02700 -2.00616 -0.72689 0.078 -0.103 -0.004 0.1010
C -0.51961 0.21295 3.78675 -0.038 -0.094 -0.024 -0.1608
N 2.26247 -3.05967 -1.03401 -1.415 2.268 0.460 -0.1491
C 1.77207 1.70454 -1.86431 4.313 1.402 0.217 -0.2206
C -5.22895 -1.79610 2.71898 -0.677 0.207 0.082 -0.0013
H 1.89536 3.10984 -4.02129 -0.115 0.348 0.250 0.1367
O -1.99079 -1.38801 1.25174 0.561 1.428 -2.202 -0.2209
O 0.78156 -0.06164 1.36271 -1.323 -0.141 -3.119 -0.4321
C -3.21235 -1.22787 1.53715 -0.488 -1.272 1.976 -0.3169
C 0.36521 -0.32731 -3.18081 0.019 0.413 -0.509 -0.0716
H 1.37899 -0.72148 -3.06820 -0.288 -0.174 0.040 0.1080
H -1.20298 0.85797 3.24378 -0.066 0.119 0.156 0.0026
C 2.01530 1.40627 3.21015 0.258 0.008 0.227 -0.1453
H 0.51155 5.82127 -0.08333 0.026 0.157 -0.173 0.1234
C 1.35119 3.13760 -1.93369 -0.277 -1.038 0.605 -0.2384
C 3.70879 -3.01828 -0.97863 0.570 0.168 0.110 -0.0001
```
Positions in Å, forces in eV/Å.

Results
- LUMO level (alpha / beta) (eV) = -13.67 / -13.67
- HOMO level (alpha / beta) (eV) = -17.39 / -17.38
- Kohn-Sham gap (alpha / beta) (eV) = 3.723 / 3.710
- total charge = +3
- total energy (eV) = -68623.5281

[5]
C2H3NOS | ωB97M-V/def2-TZVPD

The geometry in XYZ format:
```
8
Properties=species:S:1:pos:R:3:forces:R:3:lowdin_charge:R:1
H -0.82921 1.37568 -0.16110 0.957 -1.584 0.227 0.1951
C -0.97343 -0.71273 0.10200 -1.273 -0.214 -0.331 -0.3126
C 1.02487 0.49467 -0.06980 2.049 -2.081 0.238 -0.6870
O -2.15151 -0.84831 -0.19196 2.079 0.116 0.748 0.0608
H -0.17132 -1.38772 0.47043 -1.327 -0.876 -0.037 0.0594
H 1.41466 1.44905 -0.02873 1.150 1.980 -0.078 0.0461
S 1.95935 -0.85472 -0.09957 0.600 0.472 -0.147 0.6670
N -0.27342 0.48409 -0.02128 -4.235 2.187 -0.620 -0.0287
```
Positions in Å, forces in eV/Å.

Results
- LUMO level (eV) = -0.36
- energy relative to the best compared isomer or geometry (same formula, charge and spin) (eV) = 0.560
- HOMO level (eV) = -8.93
- Kohn-Sham gap (eV) = 8.576
- total charge = 0
- total energy (eV) = -16494.6384
- SMILES string = O=CNC=S